i | Density functional theory data (ωB97M-V/def2-TZVPD) for 2 unconnected molecules or ions with the total composition C4H8NO2S.

highest occupied orbital energy: -0.124 Ha
charge: -1
gap between HOMO and LUMO: 6.151 eV
LUMO energy: 2.77 eV

Last columns: bonded neighbours and bond lengths (Å).
Element x y z (Å)
1 O 1.797 2.137 1.132  C2 1.245
2 C 0.929 1.300 0.825  O1 1.245, N3 1.342, C6 1.594
3 N 0.514 0.279 1.592  C2 1.342, H9 1.053
4 C -2.290 -5.464 2.583  O5 1.182, H10 1.138, H11 1.163
5 O -1.773 -6.460 2.954  C4 1.182
6 C 0.130 1.700 -0.495  C2 1.594, C7 1.487, H12 1.099, H13 1.137
7 C 0.932 1.744 -1.747  C6 1.487, S8 1.788, H14 1.319, H15 1.144
8 S 0.054 2.397 -3.161  C7 1.788, H16 1.443
9 H 1.012 0.149 2.511  N3 1.053
10 H -2.195 -4.391 2.947  C4 1.138
11 H -2.814 -5.466 1.545  C4 1.163
12 H -0.757 1.058 -0.398  C6 1.099
13 H -0.288 2.692 -0.129  C6 1.137
14 H 1.938 2.573 -1.546  C7 1.319
15 H 1.182 0.662 -2.023  C7 1.144
16 H -0.926 1.337 -3.162  S8 1.443

ii | Density functional theory data (ωB97M-V/def2-TZVPD) for a gas-phase ion, C4H8NO2S (charge -1).

highest occupied orbital energy: -0.154 Ha
SMILES: O=C([O-])NCCCS
charge: -1
gap between HOMO and LUMO: 7.260 eV
LUMO energy: 3.06 eV

Last columns: bonded neighbours and bond lengths (Å).
Element x y z (Å)
1 O -1.017 -1.303 -1.854  C2 1.251
2 C -0.076 -0.495 -2.013  O1 1.251, O3 1.244, N4 1.456
3 O 0.036 0.464 -2.797  C2 1.244
4 N 1.044 -0.659 -1.097  C2 1.456, C5 1.446, H9 1.008
5 C 0.789 -1.049 0.273  N4 1.446, C6 1.550, H10 1.096, H11 1.090
6 C -0.566 -0.569 0.855  C5 1.550, C7 1.505, H12 1.101, H13 1.090
7 C -0.764 0.915 0.703  C6 1.505, S8 1.837, H14 1.083, H15 1.083
8 S 0.383 1.835 1.804  C7 1.837, H16 1.305
9 H 1.624 0.163 -1.158  N4 1.008
10 H 1.581 -0.612 0.892  C5 1.096
11 H 0.810 -2.132 0.388  C5 1.090
12 H -0.531 -0.846 1.919  C6 1.101
13 H -1.339 -1.125 0.326  C6 1.090
14 H -1.782 1.211 0.927  C7 1.083
15 H -0.544 1.245 -0.305  C7 1.083
16 H 0.353 2.958 1.138  S8 1.305

iii | Density functional theory data (ωB97M-V/def2-TZVPD) for 2 unconnected molecules or ions with the total composition C4H8NO2S.

highest occupied orbital energy: -0.143 Ha
charge: -1
gap between HOMO and LUMO: 6.971 eV
LUMO energy: 3.09 eV

Last columns: bonded neighbours and bond lengths (Å).
Element x y z (Å)
1 O 1.017 -1.424 -1.688  C2 1.255
2 C 0.289 -0.594 -1.089  O1 1.255, N3 1.310, C6 1.559
3 N -0.856 -0.064 -1.441  C2 1.310, H9 1.021
4 C -3.068 1.982 -0.537  O5 1.203, H10 1.107, H11 1.098
5 O -4.024 2.177 -1.242  C4 1.203
6 C 0.798 -0.055 0.283  C2 1.559, C7 1.507, H12 1.091, H13 1.083
7 C 1.584 -1.129 0.989  C6 1.507, S8 1.847, H14 1.087, H15 1.086
8 S 2.449 -0.475 2.484  C7 1.847, H16 1.338
9 H -1.029 -0.345 -2.406  N3 1.021
10 H -2.240 2.712 -0.448  C4 1.107
11 H -2.956 1.059 0.046  C4 1.098
12 H 1.415 0.812 0.041  C6 1.091
13 H -0.092 0.225 0.832  C6 1.083
14 H 0.943 -1.934 1.340  C7 1.087
15 H 2.346 -1.558 0.343  C7 1.086
16 H 3.426 -1.390 2.491  S8 1.338

iv | Density functional theory data (ωB97M-V/def2-TZVPD) for 3 unconnected molecules or ions with the total composition C4H8NO2S.

highest occupied orbital energy: -0.171 Ha
charge: -1
gap between HOMO and LUMO: 5.111 eV
LUMO energy: 0.46 eV

Last columns: bonded neighbours and bond lengths (Å).
Element x y z (Å)
1 O -1.788 -0.110 -1.926  C2 1.238
2 C -2.288 -0.604 -0.907  O1 1.238, N3 1.332, H9 1.112
3 N -2.020 -0.355 0.374  C2 1.332, C4 1.398
4 C -0.886 0.392 0.705  N3 1.398, C5 1.551, C7 1.553, H11 1.076
5 C 0.408 0.419 -0.150  C4 1.551, S6 1.703, C7 1.565, H12 1.079
6 S 1.322 1.856 -0.117  C5 1.703
7 C 0.388 -0.330 1.223  C4 1.553, C5 1.565, H15 1.084, H16 1.151
8 O 1.730 -2.536 0.820  H14 0.980
9 H -3.101 -1.358 -0.984  C2 1.112
10 H 3.765 -0.674 -0.052  H13 0.739
11 H -1.079 1.308 1.236  C4 1.076
12 H 0.426 -0.115 -1.087  C5 1.079
13 H 3.755 -1.054 -0.685  H10 0.739
14 H 1.700 -3.442 1.193  O8 0.980
15 H 0.997 0.232 1.922  C7 1.084
16 H 0.778 -1.383 0.968  C7 1.151

Name the most stable of them. ii.

i | Density functional theory data (ωB97M-V/def2-TZVPD) for 4 unconnected molecules or ions with the total composition C4H16N2O2.

highest occupied orbital energy: -0.303 Ha
gap between HOMO and LUMO: 3.743 eV
LUMO energy: -4.50 eV

Last columns: bonded neighbours and bond lengths (Å).
Element x y z (Å)
1 N 1.553 -0.002 -0.415  C4 1.380, H20 1.030
2 C -1.255 0.448 -1.666  C3 1.517, H9 1.092, H10 1.087, H11 1.096
3 C -0.709 0.782 -0.290  C2 1.517, C4 1.612, H12 1.097, H13 1.091
4 C 0.390 -0.248 0.285  N1 1.380, C3 1.612, C5 1.519, H14 1.103
5 C 0.630 -0.081 1.776  C4 1.519, H8 1.090, H15 1.099, H16 1.087
6 N 4.349 0.015 -0.245  H7 1.001, H17 1.008, H18 1.008
7 H 4.967 0.593 0.290  N6 1.001
8 H 1.334 -0.831 2.138  C5 1.090
9 H -2.085 1.131 -1.859  C2 1.092
10 H -1.600 -0.577 -1.767  C2 1.087
11 H -0.458 0.629 -2.396  C2 1.096
12 H -0.018 1.610 -0.492  C3 1.097
13 H -1.481 1.101 0.411  C3 1.091
14 H 0.047 -1.288 0.154  C4 1.103
15 H 0.999 0.912 2.069  C5 1.099
16 H -0.319 -0.254 2.278  C5 1.087
17 H 4.673 -0.211 -1.172  N6 1.008
18 H 3.367 -0.001 -0.019  N6 1.008
19 H -4.552 0.414 -0.011  O21 0.955
20 H 1.561 -0.584 -1.265  N1 1.030
21 O -3.607 0.418 -0.149  H19 0.955
22 H -2.963 -0.643 0.352  O24 1.088
23 H -2.614 -2.008 1.255  O24 0.945
24 O -2.210 -1.327 0.739  H22 1.088, H23 0.945

ii | Density functional theory data (ωB97M-V/def2-TZVPD) for 3 unconnected molecules or ions with the total composition C4H16N2O2.

highest occupied orbital energy: -0.345 Ha
SMILES: NCCCCN.O.O
gap between HOMO and LUMO: 9.737 eV
LUMO energy: 0.36 eV

Last columns: bonded neighbours and bond lengths (Å).
Element x y z (Å)
1 N 0.827 2.028 -0.073  C2 1.508, H7 0.984, H8 1.047
2 C -0.375 1.124 -0.190  N1 1.508, C3 1.603, H9 1.046, H10 1.150
3 C -0.887 0.180 1.000  C2 1.603, C4 1.540, H11 1.122, H12 1.077
4 C -0.062 -1.085 1.305  C3 1.540, C5 1.635, H13 1.066, H14 1.114
5 C -0.633 -2.570 0.926  C4 1.635, N6 1.433, H15 1.075, H16 1.185
6 N 0.375 -3.458 0.426  C5 1.433, H17 1.024, H18 1.153
7 H 1.631 1.683 0.378  N1 0.984
8 H 1.234 2.385 -0.969  N1 1.047
9 H -1.022 1.768 -0.700  C2 1.046
10 H -0.141 0.261 -0.913  C2 1.150
11 H -0.761 0.747 1.960  C3 1.122
12 H -1.940 -0.010 0.884  C3 1.077
13 H 0.293 -1.160 2.308  C4 1.066
14 H 0.837 -0.967 0.657  C4 1.114
15 H -1.077 -2.912 1.843  C5 1.075
16 H -1.300 -2.198 0.021  C5 1.185
17 H 1.048 -3.454 1.199  N6 1.024
18 H 0.858 -2.874 -0.443  N6 1.153
19 O -3.434 1.600 -2.204  H20 0.997, H21 1.044
20 H -2.460 1.698 -2.389  O19 0.997
21 H -3.524 2.268 -1.408  O19 1.044
22 O 3.750 1.936 -1.295  H23 1.014, H24 0.823
23 H 3.828 0.962 -1.025  O22 1.014
24 H 2.935 2.048 -1.298  O22 0.823

Name the most stable of them. ii.

i | Density functional theory data (ωB97M-V/def2-TZVPD) for 14 unconnected molecules or ions with the total composition F6H26O13P.

highest occupied orbital energy: -0.281 Ha
charge: -1
gap between HOMO and LUMO: 10.157 eV
LUMO energy: 2.50 eV

Last columns: bonded neighbours and bond lengths (Å).
Element x y z (Å)
1 P 0.506 0.622 -0.066  F2 1.647, F3 1.672, F4 1.620, F5 1.571, F6 1.598, F7 1.617
2 F -0.909 1.091 -0.765  P1 1.647
3 F 0.237 1.908 0.969  P1 1.672
4 F -0.228 -0.464 0.886  P1 1.620
5 F 1.901 0.283 0.573  P1 1.571
6 F 0.765 -0.464 -1.208  P1 1.598
7 F 1.285 1.715 -0.967  P1 1.617
8 O -0.213 0.688 -4.101  H9 0.957, H10 0.957
9 H -0.562 1.538 -4.370  O8 0.957
10 H 0.171 0.848 -3.239  O8 0.957
11 O -3.869 1.112 0.009  H12 0.957, H13 0.957
12 H -3.527 1.985 0.202  O11 0.957
13 H -4.414 0.894 0.765  O11 0.957
14 O -1.553 3.663 -1.318  H15 0.957, H16 0.957
15 H -2.307 3.822 -0.749  O14 0.957
16 H -1.215 2.813 -1.036  O14 0.957
17 O 4.417 1.140 -1.234  H18 0.957, H19 0.957
18 H 3.529 1.023 -0.897  O17 0.957
19 H 4.371 0.836 -2.141  O17 0.957
20 O 2.390 -3.218 -0.486  H21 0.957, H22 0.957
21 H 1.802 -2.779 -1.101  O20 0.957
22 H 3.244 -2.815 -0.640  O20 0.957
23 O 1.830 1.865 3.353  H24 0.957, H25 0.957
24 H 2.040 0.979 3.646  O23 0.957
25 H 1.471 1.748 2.473  O23 0.957
26 O 1.774 -2.098 -3.062  H27 0.957, H28 0.957
27 H 1.570 -1.249 -2.669  O26 0.957
28 H 0.928 -2.438 -3.352  O26 0.957
29 O -2.783 -0.582 1.954  H30 0.957, H31 0.957
30 H -1.884 -0.680 2.268  O29 0.957
31 H -2.722 0.064 1.250  O29 0.957
32 O -1.517 -3.201 -0.156  H33 0.957, H34 0.957
33 H -0.969 -2.889 0.564  O32 0.957
34 H -1.719 -2.415 -0.663  O32 0.957
35 O 0.508 -3.319 1.648  H36 0.957, H37 0.957
36 H 0.717 -4.249 1.570  O35 0.957
37 H 1.113 -2.885 1.046  O35 0.957
38 O -2.555 -0.960 -1.801  H39 0.957, H40 0.957
39 H -1.791 -0.384 -1.764  O38 0.957
40 H -3.250 -0.466 -1.366  O38 0.957
41 O -0.422 -1.676 3.671  H42 0.957, H43 0.957
42 H -1.063 -2.136 4.212  O41 0.957
43 H -0.173 -2.311 3.000  O41 0.957
44 O 0.941 4.493 2.051  H45 0.957, H46 0.957
45 H 1.182 3.593 1.831  O44 0.957
46 H 0.953 4.956 1.213  O44 0.957

ii | Density functional theory data (ωB97M-V/def2-TZVPD) for 14 unconnected molecules or ions with the total composition F6H26O13P.

highest occupied orbital energy: -0.260 Ha
charge: -1
gap between HOMO and LUMO: 9.178 eV
LUMO energy: 2.09 eV

Last columns: bonded neighbours and bond lengths (Å).
Element x y z (Å)
1 P -0.571 -0.075 0.355  F2 1.622, F3 1.631, F4 1.603, F5 1.608, F6 1.659, F7 1.619
2 F -1.286 -1.528 0.428  P1 1.622
3 F -2.021 0.669 0.297  P1 1.631
4 F -0.594 -0.093 1.959  P1 1.603
5 F 0.130 1.373 0.372  P1 1.608
6 F 0.925 -0.787 0.268  P1 1.659
7 F -0.600 -0.173 -1.260  P1 1.619
8 O -0.571 2.689 -2.214  H9 0.962, H10 0.967
9 H -1.323 2.455 -2.766  O8 0.962
10 H -0.278 1.845 -1.843  O8 0.967
11 O 1.514 1.364 3.115  H12 0.975, H13 0.962
12 H 2.272 1.386 2.502  O11 0.975
13 H 0.970 0.640 2.789  O11 0.962
14 O 0.607 -3.360 1.600  H15 0.963, H16 0.974
15 H 0.651 -3.966 0.853  O14 0.963
16 H 0.175 -2.564 1.242  O14 0.974
17 O 1.325 -0.057 -4.218  H18 0.962, H19 0.980
18 H 1.516 0.669 -4.820  O17 0.962
19 H 1.616 0.266 -3.339  O17 0.980
20 O -2.634 -2.091 -2.751  H21 0.966, H22 0.962
21 H -1.950 -1.732 -3.331  O20 0.966
22 H -2.431 -3.029 -2.676  O20 0.962
23 O 2.471 0.270 -1.637  H24 0.966, H25 0.981
24 H 3.154 -0.377 -1.857  O23 0.966
25 H 1.825 -0.235 -1.097  O23 0.981
26 O 0.096 3.865 1.647  H27 0.974, H28 0.961
27 H 0.460 2.981 1.463  O26 0.974
28 H 0.607 4.458 1.089  O26 0.961
29 O -4.178 -0.873 -0.731  H30 0.969, H31 0.974
30 H -3.596 -0.195 -0.355  O29 0.969
31 H -3.728 -1.131 -1.556  O29 0.974
32 O -3.474 4.144 -0.157  H33 0.967, H34 0.962
33 H -3.195 3.219 -0.119  O32 0.967
34 H -4.023 4.203 -0.945  O32 0.962
35 O 2.719 -2.849 -0.748  H36 0.968, H37 0.964
36 H 2.052 -2.823 -0.048  O35 0.968
37 H 2.237 -3.111 -1.541  O35 0.964
38 O 1.937 -1.469 3.530  H39 0.962, H40 0.966
39 H 2.870 -1.595 3.332  O38 0.962
40 H 1.474 -1.927 2.816  O38 0.966
41 O 3.391 1.641 1.020  H42 0.962, H43 0.973
42 H 4.295 1.840 0.757  O41 0.962
43 H 3.015 1.151 0.268  O41 0.973
44 O -3.006 -1.719 2.833  H45 0.969, H46 0.963
45 H -2.544 -1.610 1.988  O44 0.969
46 H -2.301 -1.758 3.487  O44 0.963

Name the most stable of them. i.